# C46H40BrN4PtSSbSe

C46H40BrN4PtSSbSe as an isolated structure at a distorted geometry (the ωB97M-V functional and the def2-TZVPD basis, the OMol25 dataset).

Calculated values
- LUMO (spin up / spin down) (eV) = 0.04 / -1.02
- HOMO energy (spin up / spin down) (eV) = -6.23 / -7.53
- orbital gap (spin up / spin down) (eV) = 6.271 / 6.505
- 2S+1 = 3

Last column: Mulliken charge in e.
Geometry (Å):
Pt  0.09  0.44  0.78  1.2214
Br  -0.83  0.06  -7.28  -0.2078
C  -1.07  0.79  -5.54  -0.0142
C  -1.66  0.02  -4.55  -0.8913
C  -1.83  0.55  -3.28  0.0259
C  -1.39  1.84  -3.00  -0.7747
C  -0.81  2.60  -4.01  -0.0784
C  -0.65  2.09  -5.28  -0.8330
N  -2.20  1.50  -0.73  0.7930
C  -3.02  1.84  0.28  -0.2802
C  -2.91  1.30  1.56  0.7172
C  -3.95  1.48  2.51  -1.2209
C  -3.84  0.94  3.76  -0.2484
C  -2.67  0.24  4.09  -1.1698
C  -1.68  0.12  3.14  0.0297
N  -1.77  0.62  1.91  0.2045
H  -1.99  -0.98  -4.77  0.5019
H  -2.28  -0.05  -2.51  0.4500
H  -0.48  3.61  -3.79  0.4802
H  -0.20  2.68  -6.06  0.4655
H  -3.77  2.59  0.08  0.4498
H  -4.83  2.02  2.20  0.4413
H  -4.63  1.05  4.48  0.4234
H  -2.55  -0.20  5.07  0.4434
H  -0.76  -0.41  3.38  0.5239
S  -0.73  -1.78  -0.77  -0.5429
Sb  0.92  -3.27  -0.31  1.7043
C  0.59  -4.94  -1.62  0.2303
C  -0.64  -5.58  -1.61  -0.3794
C  -0.89  -6.63  -2.48  -0.7154
C  0.11  -7.06  -3.34  -0.4842
C  1.35  -6.45  -3.32  -0.6762
C  1.59  -5.39  -2.46  -0.3819
C  2.82  -2.65  -1.13  0.3468
C  2.72  -2.01  -2.35  -0.1856
C  3.83  -1.40  -2.91  -0.6327
C  5.04  -1.44  -2.24  -0.5837
C  5.15  -2.10  -1.03  -0.5526
C  4.04  -2.72  -0.47  -0.5517
C  0.33  -4.28  1.50  0.0419
C  0.58  -5.62  1.71  -0.4383
C  0.01  -6.26  2.80  -0.6965
C  -0.82  -5.56  3.66  -0.5848
C  -1.08  -4.22  3.44  -0.6044
C  -0.50  -3.58  2.36  0.0351
H  -1.42  -5.24  -0.94  0.4106
H  -1.85  -7.11  -2.48  0.4065
H  -0.09  -7.86  -4.04  0.3821
H  2.13  -6.79  -3.99  0.4066
H  2.56  -4.91  -2.45  0.4203
H  1.76  -1.97  -2.86  0.4446
H  3.74  -0.90  -3.86  0.4418
H  5.90  -0.93  -2.65  0.3894
H  6.09  -2.14  -0.51  0.4247
H  4.12  -3.22  0.49  0.3994
H  1.22  -6.17  1.03  0.4202
H  0.20  -7.31  2.97  0.4168
H  -1.28  -6.06  4.50  0.3963
H  -1.75  -3.67  4.10  0.4825
H  -0.71  -2.53  2.17  0.1815
Se  2.39  -0.16  0.75  -0.1096
N  2.03  -1.75  1.46  -0.1946
C  2.68  -1.84  2.64  0.5410
C  2.77  -2.98  3.44  -0.4254
C  3.46  -2.91  4.63  -0.8220
C  4.08  -1.73  5.03  -0.5117
C  4.03  -0.59  4.25  -0.9336
C  3.33  -0.63  3.04  0.3379
N  3.25  0.39  2.17  -0.8179
H  2.30  -3.90  3.13  0.3475
H  3.53  -3.79  5.25  0.4485
H  4.61  -1.70  5.98  0.3857
H  4.52  0.32  4.55  0.5092
C  2.10  3.68  -1.40  -1.9448
C  1.02  2.63  -1.19  2.4309
C  1.30  1.40  -2.02  -2.0249
C  0.38  2.40  0.14  -2.6072
C  -0.42  3.13  -0.96  2.1809
C  -1.66  2.49  -1.65  2.3860
C  -2.77  3.47  -1.96  -1.2885
C  -2.76  4.75  -1.61  -0.7861
C  -1.64  5.31  -0.91  -0.8865
C  -0.56  4.56  -0.64  -0.6880
H  3.06  3.20  -1.59  0.4501
H  2.22  4.33  -0.54  0.4068
H  1.86  4.30  -2.27  0.3274
H  2.28  1.01  -1.72  0.8609
H  1.36  1.63  -3.08  0.4160
H  0.56  0.62  -1.85  -0.2284
H  0.69  3.06  0.95  0.2996
H  -1.52  0.75  -0.49  -1.6982
H  -3.61  3.03  -2.48  0.5821
H  -3.60  5.39  -1.84  0.4428
H  -1.67  6.34  -0.62  0.4517
H  0.25  5.00  -0.09  0.3384

# C13H23F6NO6P

A 3-piece molecular cluster, C13H23F6NO6P overall (the ωB97M-V functional and the def2-TZVPD basis, the OMol25 dataset).

Calculated values
- total charge = +1
- LUMO (eV) = -2.88
- HOMO energy (eV) = -12.19
- orbital gap (eV) = 9.312

Last column: Mulliken charge in e.
Geometry (Å):
C  -4.08  -1.20  -5.87  -1.0576
P  -4.67  -1.91  -4.30  0.1589
O  -6.17  -1.26  -4.28  -0.5211
C  -3.87  -0.71  -3.10  -0.0210
C  -2.36  -0.71  -3.11  -0.7632
N  -1.83  -2.06  -2.69  0.0045
C  -2.73  -2.84  -1.76  -0.6142
C  -3.79  -1.99  -1.05  -0.5163
O  -4.34  -0.91  -1.78  -0.4697
H  -4.93  -0.77  -6.40  0.3333
H  -3.30  -0.44  -5.77  0.3519
H  -3.69  -2.01  -6.48  0.3139
H  -6.79  -1.86  -3.84  0.3427
H  -4.19  0.30  -3.39  0.6202
H  -2.00  0.00  -2.37  0.2172
H  -1.93  -0.44  -4.07  0.5198
H  -0.90  -1.96  -2.29  0.1970
H  -1.71  -2.63  -3.54  0.4198
H  -3.18  -3.64  -2.33  0.3859
H  -2.09  -3.28  -1.00  0.4086
H  -3.40  -1.59  -0.11  0.3838
H  -4.60  -2.68  -0.79  0.3238
C  -0.05  -1.17  3.17  -1.1299
C  0.77  -0.02  2.64  0.0662
O  1.55  -0.42  1.48  -0.2897
C  0.94  -0.47  0.33  0.4073
O  -0.21  -0.23  0.07  -0.5853
C  1.94  -0.88  -0.78  0.8802
F  2.68  -1.92  -0.43  -0.2491
F  2.73  0.13  -1.10  -0.2391
F  1.24  -1.23  -1.89  -0.2681
H  0.59  -2.02  3.40  0.3188
H  -0.56  -0.86  4.08  0.4036
H  -0.80  -1.49  2.45  0.2080
H  1.50  0.31  3.36  0.1138
H  0.15  0.84  2.36  0.3283
C  4.53  5.18  4.10  -1.1031
C  4.58  4.33  2.86  -0.2084
O  5.07  3.00  3.15  -0.3068
C  4.21  2.14  3.65  0.3371
O  3.05  2.32  3.88  -0.5300
C  4.90  0.78  3.89  0.9593
F  6.07  0.93  4.51  -0.2474
F  5.10  0.18  2.72  -0.2630
F  4.12  0.00  4.63  -0.2449
H  5.51  5.22  4.58  0.3081
H  4.23  6.19  3.84  0.3723
H  3.82  4.78  4.83  0.3173
H  5.28  4.73  2.13  0.3263
H  3.60  4.25  2.38  0.2997

# C2H7PS2

C2H7PS2 as an isolated structure at a distorted geometry (the ωB97M-V functional and the def2-TZVPD basis, the OMol25 dataset).

Calculated values
- LUMO (eV) = 0.02
- HOMO energy (eV) = -8.78
- orbital gap (eV) = 8.800
- relative energy (zero: lowest compared OMol25 entry of this formula, charge and spin) (kJ/mol) = 180.6

Last column: Mulliken charge in e.
Geometry (Å):
C  1.57  -0.43  -0.20  -0.8430
C  1.37  0.85  0.61  -0.5405
P  -1.69  -0.10  -0.81  0.0381
S  -3.21  -0.83  0.46  -0.2598
S  -0.84  1.67  0.08  -0.1978
H  1.12  -1.40  0.28  0.2527
H  1.15  -0.25  -1.14  0.3125
H  2.70  -0.42  -0.36  0.2969
H  1.98  1.67  0.33  0.4014
H  1.11  0.55  1.64  0.3141
H  -2.58  0.80  -1.52  0.0804
H  -2.66  -2.10  0.63  0.1450

# C15H18BCl8N3O2S2

C15H18BCl8N3O2S2 as an isolated structure at a distorted geometry (the ωB97M-V functional and the def2-TZVPD basis, the OMol25 dataset).

Calculated values
- LUMO (eV) = -0.68
- HOMO energy (eV) = -8.47
- orbital gap (eV) = 7.795

Last column: Mulliken charge in e.
Geometry (Å):
C  3.02  0.45  3.95  -0.1890
C  2.14  0.41  3.14  -1.4024
C  0.85  0.51  2.49  1.0965
C  0.43  1.68  1.92  -0.1420
B  1.46  2.90  1.99  0.8521
O  2.47  2.94  1.05  -0.5299
O  1.46  3.89  2.96  -0.5500
C  0.18  4.37  3.37  -0.6253
C  -0.87  1.77  1.31  0.2268
S  -1.38  3.33  0.60  -0.2250
C  -1.74  0.70  1.27  0.8120
C  -3.10  0.88  0.63  -1.2012
C  -4.13  -0.20  0.96  -0.2680
N  -4.89  -0.13  1.97  -0.6915
C  -1.26  -0.53  1.82  -0.5185
N  -1.93  -1.69  1.85  -0.4328
S  -1.01  -2.76  2.60  0.0918
N  0.31  -1.87  2.94  -0.7034
C  0.03  -0.67  2.46  0.9132
H  3.75  0.46  4.73  0.4296
H  2.62  3.85  0.76  0.3081
H  -0.50  3.57  3.69  0.2583
H  -0.28  4.98  2.59  0.2727
H  0.36  5.00  4.25  0.2676
H  -1.00  3.27  -0.70  0.1360
H  -3.50  1.82  1.03  0.5422
H  -3.01  1.04  -0.45  0.3720
H  -4.25  -1.05  0.27  0.4532
H  -4.68  0.72  2.50  0.2788
C  -6.62  1.55  -1.56  -0.3034
Cl  -5.75  2.56  -0.40  -0.1076
Cl  -5.54  0.38  -2.34  -0.1481
H  -7.39  1.00  -1.03  0.2665
H  -7.06  2.18  -2.32  0.3268
C  0.78  -0.41  -1.92  -0.3050
Cl  1.22  1.29  -1.79  -0.1622
Cl  -0.21  -0.92  -0.53  0.0575
H  0.20  -0.56  -2.83  0.4110
H  1.68  -1.01  -1.94  0.0982
C  3.13  -3.82  -3.22  -0.2305
Cl  3.76  -2.31  -3.90  -0.1363
Cl  1.50  -3.60  -2.57  -0.1446
H  3.09  -4.56  -4.01  0.2522
H  3.79  -4.14  -2.43  0.2753
C  6.45  -5.56  -5.10  -0.2436
Cl  5.07  -4.76  -5.85  -0.1418
Cl  6.77  -4.93  -3.48  -0.1419
H  6.24  -6.62  -5.03  0.2643
H  7.33  -5.39  -5.72  0.2816